Entry from OMol25: an isolated ion of composition C8H13N3O2 and charge +2 at a distorted geometry (ωB97M-V with the def2-TZVPD basis set).

Last column: Mulliken charge in e.
Geometry (Å):
C (-2.45165, -0.28623, 0.93105)  -0.14
C (1.25446, -0.49328, -0.40358)  0.10
C (-3.23004, 0.14974, -0.24766)  -0.04
C (-0.60733, -1.83903, 0.39092)  0.26
C (1.76918, 2.51283, 0.48295)  -1.14
C (1.48740, -2.86721, -0.28290)  -0.93
C (-0.36724, 0.93924, -1.36845)  -0.25
C (0.45888, 1.72456, 0.72046)  -0.42
N (-1.41359, -0.96463, 0.82024)  0.10
N (0.63043, -1.69490, -0.03833)  -0.04
N (0.32495, 0.66246, -0.31243)  0.25
O (2.37493, -0.42124, -0.72958)  -0.34
O (-2.59809, 0.22523, -1.28139)  -0.39
H (-4.22166, 0.47306, -0.20318)  0.48
H (-0.63427, -2.96617, 0.49865)  0.30
H (1.52413, 3.33638, -0.26953)  0.35
H (2.10219, 2.97252, 1.38207)  0.39
H (2.56990, 2.02210, -0.08523)  0.32
H (0.75086, -3.80948, -0.15187)  0.32
H (1.87088, -2.96525, -1.21781)  0.41
H (2.11427, -2.82971, 0.57163)  0.43
H (-2.63760, 0.17133, 1.98000)  0.42
H (-0.86224, 1.82617, -1.46599)  0.42
H (-0.42454, 0.52929, -2.34808)  0.38
H (-0.29598, 2.47039, 0.89672)  0.44
H (0.51177, 1.12179, 1.73133)  0.34

The value obtained for the energy above the lowest of the compared OMol25 structures with the same formula, charge and spin is 66.9 kcal per mole. Its total charge is +2. The gap between HOMO and LUMO comes out at 9.18 eV. Its multiplicity is 1.